# 1
Here is C23H22N4O4S in the gas phase from the OMol25 dataset. Energies are from ωB97M-V/def2-TZVPD.

Each line ends with the natural charge from an NBO analysis.
Positions of all 54 atoms, in Å:
C (3.3630, 0.1474, 4.4445)  -0.64
C (3.1141, -1.2133, 3.8722)  0.24
C (4.0933, -2.1994, 3.8950)  -0.29
C (3.7985, -3.4389, 3.3498)  -0.14
C (2.5511, -3.6534, 2.7963)  -0.28
C (1.6408, -2.5952, 2.7976)  0.40
N (0.3772, -2.8031, 2.2566)  -0.61
C (-0.4672, -1.9483, 1.6179)  0.72
O (-1.4950, -2.3625, 1.1309)  -0.60
C (-0.0305, -0.4782, 1.5840)  -0.20
N (1.2076, -0.4559, 0.8326)  -0.86
S (1.3611, -1.2331, -0.6286)  2.33
O (2.6550, -0.8367, -1.1047)  -0.95
O (1.1045, -2.6254, -0.4117)  -0.94
C (0.1066, -0.5591, -1.7076)  -0.36
C (-1.1783, -1.0638, -1.6795)  -0.17
C (-2.1554, -0.4553, -2.4446)  -0.25
C (-1.8365, 0.6454, -3.2345)  0.26
C (-0.5204, 1.1213, -3.2940)  -0.08
C (0.4451, 0.5110, -2.5150)  -0.17
C (-0.2297, 2.2605, -4.2259)  -0.41
C (-1.4080, 3.2296, -4.2486)  -0.50
C (-2.7141, 2.5214, -4.5397)  0.69
O (-3.6278, 3.0053, -5.1660)  -0.59
N (-2.8144, 1.2749, -3.9894)  -0.63
C (-1.0957, 0.4615, 1.0561)  -0.05
C (-0.7474, 1.5574, 0.2745)  -0.21
C (-1.7158, 2.4111, -0.2206)  -0.21
C (-3.0518, 2.1875, 0.0598)  -0.22
C (-3.4046, 1.1233, 0.8705)  -0.23
C (-2.4353, 0.2748, 1.3767)  -0.14
N (1.9165, -1.4190, 3.3414)  -0.49
H (2.4356, 0.7115, 4.4739)  0.23
H (4.0824, 0.6825, 3.8261)  0.22
H (3.7734, 0.0710, 5.4492)  0.22
H (5.0597, -1.9978, 4.3297)  0.22
H (4.5357, -4.2284, 3.3543)  0.22
H (2.2875, -4.6000, 2.3526)  0.22
H (0.1616, -3.7735, 2.0552)  0.41
H (0.2193, -0.2077, 2.6203)  0.28
H (1.7407, 0.3950, 0.8813)  0.42
H (-1.4088, -1.9080, -1.0512)  0.27
H (-3.1693, -0.8243, -2.4233)  0.22
H (1.4710, 0.8455, -2.5290)  0.24
H (-0.0699, 1.8614, -5.2331)  0.22
H (0.6828, 2.7767, -3.9263)  0.22
H (-1.5184, 3.7062, -3.2700)  0.23
H (-1.2660, 4.0152, -4.9906)  0.24
H (-3.7135, 0.8176, -4.0741)  0.41
H (0.2893, 1.7540, 0.0433)  0.20
H (-1.4208, 3.2580, -0.8228)  0.21
H (-3.8091, 2.8461, -0.3388)  0.22
H (-4.4423, 0.9525, 1.1155)  0.21
H (-2.7272, -0.5454, 2.0115)  0.22

As for the SMILES: Cc1cccc(NC(=O)[C@@H](NS(=O)(=O)c2ccc3c(c2)CCC(=O)N3)c2ccccc2)n1. The LUMO energy comes out at 0.01776 Ha. The max |F| is 0.0154 hartree/bohr. Its net charge is 0. The calculation puts the energy above the lowest of the compared OMol25 structures with the same formula, charge and spin at 65.0 kJ/mol.

# 2
Here is a molecular structure, C23H22N5O4ReSSi from the OMol25 dataset. Energies are from ωB97M-V/def2-TZVPD.

Each line ends with the Löwdin spin population.
Positions of all 57 atoms, in Å:
Re (-0.3706, -0.0163, -0.4752)  2.71
O (1.8204, -2.0833, -3.1749)  0.00
C (0.9528, -1.3335, -2.7965)  0.01
O (0.0054, -1.5628, -1.9745)  0.05
C (0.7931, 0.0907, -3.3781)  0.01
C (0.9817, 0.4593, -4.7005)  0.00
C (0.2881, 1.5706, -5.1684)  0.00
C (-0.6586, 2.1918, -4.3616)  0.00
C (-0.7768, 1.7563, -3.0490)  0.01
N (0.0321, 0.8254, -2.5839)  0.05
C (-1.9919, 1.9475, -2.1154)  0.01
O (-2.6948, 2.9270, -2.1848)  0.00
O (-2.1400, 0.9280, -1.3569)  0.05
H (1.5995, -0.1490, -5.3392)  0.00
H (0.4189, 1.8830, -6.1933)  0.00
H (-1.3268, 2.9477, -4.7425)  0.00
C (0.2970, 1.0347, 3.2945)  -0.01
Si (-0.3219, -0.5651, 2.4218)  -0.03
C (0.8610, -1.9308, 3.0535)  -0.01
C (-2.1329, -1.0358, 2.8253)  0.01
H (0.5150, 0.8014, 4.3330)  0.00
H (-0.4477, 1.8240, 3.2959)  0.00
H (1.2105, 1.4378, 2.8656)  0.00
H (0.8147, -1.9384, 4.1417)  0.00
H (1.8956, -1.7483, 2.7799)  0.00
H (0.5958, -2.9254, 2.7133)  0.00
H (-2.1467, -1.5480, 3.7849)  0.00
H (-2.5759, -1.7066, 2.0943)  0.00
H (-2.7778, -0.1682, 2.9141)  0.00
N (3.1742, 0.3228, -0.2942)  0.01
C (2.6808, -0.9225, -0.1717)  0.01
N (1.4046, -1.1877, 0.0344)  0.01
C (1.1947, -2.5652, 0.1183)  0.01
C (-0.0352, -3.2068, 0.2591)  0.02
C (-0.0676, -4.5841, 0.3140)  0.00
C (1.1001, -5.3352, 0.2198)  0.00
C (2.3268, -4.7176, 0.0672)  0.00
C (2.3571, -3.3348, 0.0164)  0.00
S (3.7405, -2.2929, -0.2150)  0.00
H (2.5240, 1.0696, -0.4827)  0.01
H (4.1260, 0.4412, -0.5984)  0.00
H (-0.9542, -2.6324, 0.2653)  0.02
H (-1.0180, -5.0820, 0.4131)  0.00
H (1.0418, -6.4099, 0.2440)  0.00
H (3.2323, -5.2919, -0.0327)  0.00
N (-2.9714, 6.5033, 1.9258)  0.00
C (-2.5066, 5.5100, 1.6012)  0.00
C (-1.9516, 4.2548, 1.2441)  0.00
C (-0.6022, 4.1062, 0.9190)  0.00
C (-0.1164, 2.8477, 0.6310)  0.02
N (-0.8779, 1.7437, 0.6108)  0.02
C (-2.1807, 1.8912, 0.9472)  0.01
C (-2.7471, 3.1069, 1.2622)  0.00
H (0.0574, 4.9569, 0.8997)  0.00
H (0.9363, 2.7185, 0.4139)  0.00
H (-2.7916, 0.9982, 0.9471)  0.00
H (-3.7945, 3.1758, 1.5168)  0.00

As for the expectation value of S²: 3.792. The LUMO energy (alpha / beta) comes out at -0.14364 / -0.18505 Ha. The max |F| is 0.0516 hartree/bohr. Its net charge is +1. The calculation puts the energy above the lowest of the compared OMol25 structures with the same formula, charge and spin at 345.4 kJ/mol. Its multiplicity is 4.

# 3
Here is 2 unconnected molecules or ions with the total composition C23H22NO8 from the OMol25 dataset. Energies are from ωB97M-V/def2-TZVPD.

Each line ends with the natural charge from an NBO analysis.
Positions of all 54 atoms, in Å:
C (-4.4222, 0.9772, 2.4218)  -0.67
C (-2.9751, 1.4204, 2.5940)  0.53
C (-2.8605, 2.7583, 3.3356)  -0.63
O (-2.2162, 0.4538, 3.3405)  -0.52
C (-2.0768, -0.7805, 2.7372)  0.78
O (-1.8018, -1.7317, 3.4255)  -0.56
C (-2.1710, -0.8007, 1.2521)  -0.37
C (-1.7656, -1.9229, 0.5957)  0.04
C (-1.8814, -2.1745, -0.8220)  -0.12
C (-2.9570, -1.6844, -1.6273)  -0.13
C (-3.0148, -1.9903, -2.9882)  -0.24
C (-2.0039, -2.7610, -3.5818)  -0.20
C (-0.9660, -3.2898, -2.7990)  -0.16
C (-0.9492, -3.0478, -1.4319)  -0.16
C (-2.0887, 0.5095, 0.5599)  0.77
O (-1.7209, 0.6642, -0.5865)  -0.54
O (-2.3287, 1.6232, 1.3169)  -0.51
H (-4.4977, 0.0199, 1.8952)  0.23
H (-4.8739, 0.8867, 3.4157)  0.23
H (-4.9585, 1.7506, 1.8633)  0.23
H (-1.8058, 3.0316, 3.4275)  0.24
H (-3.3889, 3.5368, 2.7767)  0.22
H (-3.2995, 2.6676, 4.3334)  0.22
H (-1.3730, -2.7162, 1.2373)  0.24
H (-3.7562, -1.1084, -1.1628)  0.21
H (-3.8423, -1.5974, -3.5924)  0.21
H (-2.0230, -2.9434, -4.6547)  0.21
H (-0.1658, -3.8867, -3.2525)  0.22
H (-0.2122, -3.5277, -0.7797)  0.22
C (1.0196, 4.5330, 2.0964)  -0.62
C (1.9263, 3.3488, 1.8720)  -0.07
O (1.4950, 2.6787, 0.6759)  -0.54
C (2.1931, 1.5199, 0.4699)  0.74
C (1.8849, 0.9263, -0.8105)  -0.50
C (2.7265, -0.0353, -1.3881)  0.04
C (3.6575, -0.7705, -0.5612)  -0.29
C (4.4749, -1.7553, -1.0632)  -0.18
C (4.4475, -2.0504, -2.4430)  -0.04
N (5.1763, -3.1701, -2.9161)  0.49
O (5.1159, -3.4764, -4.1277)  -0.47
O (5.8538, -3.8272, -2.0890)  -0.47
C (3.6175, -1.3000, -3.3139)  -0.19
C (2.7856, -0.3150, -2.8115)  -0.28
O (3.0046, 1.1565, 1.3368)  -0.71
H (1.4242, 5.1428, 2.9013)  0.20
H (0.9197, 5.1592, 1.2095)  0.21
H (0.0266, 4.2079, 2.4073)  0.20
H (2.9805, 3.6738, 1.7754)  0.18
H (1.8577, 2.6471, 2.7191)  0.19
H (1.1586, 1.4612, -1.4052)  0.21
H (3.7213, -0.4946, 0.4925)  0.26
H (5.1152, -2.3378, -0.4034)  0.23
H (3.6362, -1.5507, -4.3752)  0.23
H (2.1774, 0.2917, -3.4976)  0.20

The LUMO energy comes out at 0.04008 Ha. The max |F| is 0.0349 hartree/bohr. Its net charge is -1.

# 4
Here is a molecular structure, C23H22O3Tc from the OMol25 dataset. Energies are from ωB97M-V/def2-TZVPD.

Each line ends with the natural charge from an NBO analysis.
Positions of all 49 atoms, in Å:
Tc (-0.8412, -0.2647, 0.9428)  0.81
C (-4.0748, -1.2334, -0.4087)  -0.66
C (-3.2725, -0.7300, 0.7511)  0.06
C (-3.1506, 0.6435, 1.0269)  -0.18
C (-2.4908, 1.1003, 2.1799)  -0.13
C (-1.9013, 0.1851, 3.0796)  -0.18
C (-2.0206, -1.1884, 2.8278)  -0.18
C (-2.6694, -1.6278, 1.6661)  -0.14
H (-4.1459, -0.4950, -1.2043)  0.26
H (-5.0883, -1.4424, -0.0536)  0.29
H (-3.6708, -2.1642, -0.8037)  0.25
H (-3.5920, 1.3608, 0.3452)  0.29
H (-2.4200, 2.1633, 2.3781)  0.29
H (-1.3920, 0.5362, 3.9686)  0.30
H (-1.6205, -1.9063, 3.5326)  0.29
H (-2.7671, -2.6929, 1.4915)  0.27
C (0.4060, 5.7141, -2.2633)  -0.27
O (1.6518, 5.0195, -1.9780)  -0.41
C (1.6549, 3.8954, -1.3113)  0.43
C (2.9394, 3.3969, -0.9777)  -0.18
C (3.0758, 2.2520, -0.2449)  -0.10
C (1.9468, 1.4985, 0.1441)  -0.27
C (2.0694, 0.4514, 1.0978)  0.61
C (3.3844, 0.0308, 1.6642)  -0.71
O (1.0510, -0.1337, 1.5970)  -0.56
C (0.6804, 1.9952, -0.2549)  0.44
O (-0.4476, 1.3198, 0.0717)  -0.48
C (0.5076, 3.1734, -0.9488)  -0.34
H (0.6950, 6.7339, -2.4836)  0.25
H (-0.2435, 5.6969, -1.3910)  0.19
H (-0.0607, 5.2480, -3.1279)  0.21
H (3.8036, 3.9613, -1.3027)  0.28
H (4.0687, 1.9364, 0.0424)  0.25
H (3.7581, 0.8122, 2.3317)  0.29
H (4.1228, -0.1137, 0.8759)  0.27
H (3.2649, -0.8843, 2.2363)  0.26
H (-0.4848, 3.4788, -1.2416)  0.26
C (-0.2599, -1.7645, 0.1143)  0.38
C (0.1799, -2.8604, -0.5338)  -0.22
C (0.0210, -2.9454, -1.9615)  -0.07
C (0.4496, -4.0724, -2.5992)  -0.22
C (1.0351, -5.1076, -1.8483)  0.03
C (1.2047, -5.0449, -0.4553)  -0.22
C (0.7890, -3.9296, 0.2139)  -0.07
H (-0.4305, -2.1245, -2.5037)  0.25
H (0.3442, -4.1729, -3.6708)  0.28
H (1.3733, -5.9960, -2.3703)  0.27
H (1.6594, -5.8712, 0.0735)  0.28
H (0.9084, -3.8377, 1.2856)  0.25

The LUMO energy (alpha / beta) comes out at -0.47075 / -0.47090 Ha. The max |F| is 0.0144 hartree/bohr. Its net charge is +3. The calculation puts the energy above the lowest of the compared OMol25 structures with the same formula, charge and spin at 18.0 kJ/mol.